Molecular formula: C9H16AuN2O2S3
Method: DFT, ωB97M-V/def2-TZVPD

Cartesian coordinates (Å):
Au1 -0.867 -1.172 -0.870
C1 1.599 0.439 2.680
C2 1.724 -1.053 2.399
S1 1.230 -1.647 0.759
C3 2.411 -0.861 -0.334
C4 2.228 0.618 -0.719
S2 0.608 1.074 -1.360
C5 -0.110 2.366 -0.277
C6 0.418 2.508 1.138
S3 -0.004 1.063 2.142
H1 2.394 0.996 2.189
H2 1.695 0.605 3.753
H3 1.096 -1.629 3.080
H4 2.755 -1.390 2.525
H5 2.396 -1.481 -1.228
H6 3.395 -0.956 0.127
H7 2.939 0.816 -1.520
H8 2.462 1.290 0.099
H9 -1.172 2.116 -0.231
H10 0.006 3.299 -0.830
H11 -0.075 3.375 1.581
H12 1.489 2.705 1.179
N1 -2.605 -1.528 -2.162
C7 -3.748 -0.821 -1.525
C8 -3.425 -0.248 -0.088
O1 -4.341 -0.048 0.636
O2 -2.139 -0.065 0.135
H13 -2.190 -1.074 -2.968
H14 -2.694 -2.530 -2.282
H15 -4.591 -1.477 -1.340
H16 -4.028 0.069 -2.083
N2 0.902 -3.020 -2.625
C9 0.244 -2.337 -1.980

Results
Molecular weight (Da): 477.407
HOMO-LUMO gap (Ha): 0.218
E_HOMO (eV): -12.08
LUMO (eV): -6.151
ΔE to the lowest compared entry with this formula, charge and spin (eV): 0.663
E (Eh): -1942.47470
Strongest force on any atom (hartree/bohr): 0.0439
Charge: +1

Molecular formula: C4H6N2O2
Method: DFT, ωB97M-V/def2-TZVPD

Cartesian coordinates (Å):
C1 -2.760 -0.221 -0.278
C2 0.415 -0.671 0.458
C3 0.925 0.715 0.265
C4 2.363 0.495 -0.274
H1 -3.659 0.192 0.403
H2 -3.057 -0.126 -1.614
H3 0.161 -0.969 1.480
H4 0.894 1.464 1.278
H5 0.291 1.432 -0.493
H6 2.757 1.262 -0.794
N1 -1.688 -0.453 0.396
N2 2.457 -0.809 -0.375
O1 -0.666 -0.786 -0.582
O2 1.566 -1.526 0.130

Results
Molecular weight (Da): 114.104
HOMO-LUMO gap (Ha): 0.372
E_HOMO (eV): -9.33
LUMO (eV): 0.778
ΔE to the lowest compared entry with this formula, charge and spin (eV): 7.993
E (Eh): -415.74687
Strongest force on any atom (hartree/bohr): 0.1631
Charge: 0

Molecular formula: C2H6N2O
Method: DFT, ωB97M-V/def2-TZVPD

Cartesian coordinates (Å):
C1 -1.721 -0.341 0.086
C2 0.527 0.192 -0.104
N1 1.631 0.958 -0.205
O1 0.814 -1.112 -0.113
N2 -0.661 0.656 -0.008
H1 1.739 -1.235 -0.369
H2 2.354 0.715 0.461
H3 1.370 1.934 -0.086
H4 -2.681 0.172 0.202
H5 -1.590 -0.990 0.959
H6 -1.780 -0.949 -0.823

Results
Molecular weight (Da): 74.083
SMILES: C/N=C(/N)O
HOMO-LUMO gap (Ha): 0.355
E_HOMO (eV): -9.03
LUMO (eV): 0.633
ΔE to the lowest compared entry with this formula, charge and spin (eV): 0.966
E (Eh): -264.55182
Strongest force on any atom (hartree/bohr): 0.0483
Charge: 0

Molecular formula: C9H14F5NO5S2
Method: DFT, ωB97M-V/def2-TZVPD

Cartesian coordinates (Å):
O1 -5.167 -4.424 -2.015
C1 -4.139 -3.980 -2.599
N1 -3.143 -3.281 -3.120
C2 -2.941 -2.089 -2.191
O2 -2.101 -2.603 -1.093
C3 -2.676 -2.093 0.145
O3 -1.858 -1.524 0.933
C4 -2.292 -0.814 -2.929
F1 -1.414 -0.163 -1.973
F2 -1.473 -1.291 -3.999
C5 -3.363 0.281 -3.435
F3 -2.654 1.496 -3.742
F4 -4.279 0.638 -2.373
F5 -4.046 -0.118 -4.636
H1 -3.996 -1.870 -1.745
H2 -3.787 -2.270 0.369
C6 2.399 -0.991 -1.919
S1 1.692 0.412 -1.026
O4 1.497 1.519 -2.013
C7 3.176 0.791 -0.071
H3 1.649 -1.372 -2.615
H4 3.282 -0.671 -2.477
H5 2.666 -1.777 -1.211
H6 4.010 1.000 -0.743
H7 3.418 -0.052 0.578
H8 2.977 1.671 0.542
C8 1.706 1.285 5.161
S2 2.123 2.002 3.556
O5 3.386 1.352 3.089
C9 2.558 3.636 4.191
H9 1.436 0.238 5.011
H10 2.565 1.345 5.832
H11 0.855 1.819 5.589
H12 3.364 3.551 4.922
H13 1.680 4.094 4.651
H14 2.891 4.254 3.355

Results
Molecular weight (Da): 375.337
HOMO-LUMO gap (Ha): 0.286
E_HOMO (eV): -8.41
LUMO (eV): -0.620
E (Eh): -2077.81033
Strongest force on any atom (hartree/bohr): 0.1588
Charge: 0

Molecular formula: C6H6N2O
Method: DFT, ωB97M-V/def2-TZVPD

Cartesian coordinates (Å):
C1 0.016 0.687 0.088
C2 -0.347 -0.620 -0.063
C3 -1.669 -1.017 -0.177
C4 -2.820 -1.314 -0.017
C5 0.823 -1.482 -0.050
C6 1.503 0.803 -0.048
H1 -1.769 1.548 -0.003
H2 -0.578 2.647 0.420
H3 -3.855 -1.536 0.050
H4 2.875 -0.867 0.041
H5 1.952 1.233 0.858
H6 1.766 1.447 -0.919
N1 -0.759 1.777 -0.080
N2 1.909 -0.628 -0.169
O1 0.953 -2.681 0.071

Results
Molecular weight (Da): 122.127
SMILES: C#CC1=C(N)CNC1=O
HOMO-LUMO gap (Ha): 0.333
E_HOMO (eV): -8.46
LUMO (eV): 0.601
ΔE to the lowest compared entry with this formula, charge and spin (eV): 1.153
E (Eh): -416.93132
Strongest force on any atom (hartree/bohr): 0.0485
Charge: 0

Molecular formula: C2H8S4
Method: DFT, ωB97M-V/def2-TZVPD

Cartesian coordinates (Å):
C1 -0.414 2.187 -0.820
S1 1.289 2.521 -0.276
S2 1.179 1.523 1.567
H1 -0.719 2.155 -1.858
H2 -0.519 1.103 -0.708
H3 -1.154 2.783 -0.183
H4 0.970 0.298 1.014
C2 -1.191 -1.450 -0.176
S3 -0.062 -2.678 0.830
S4 1.925 -1.787 0.545
H5 -0.809 -1.610 -1.240
H6 -2.253 -1.836 -0.043
H7 -1.002 -0.518 0.321
H8 2.761 -2.691 1.027

Results
Molecular weight (Da): 160.354
SMILES: CSS.CSS
HOMO-LUMO gap (Ha): 0.310
E_HOMO (eV): -8.44
LUMO (eV): 0.004
ΔE to the lowest compared entry with this formula, charge and spin (eV): 1.497
E (Eh): -1673.68333
Strongest force on any atom (hartree/bohr): 0.0579
Charge: 0